## w
{
  "formula": "C2H9N4",
  "method": "wB97M-V/def2-TZVPD",
  "e_homo_ev": -14.5,
  "charge": 1,
  "species": ["C", "C", "N", "N", "N", "N", "H", "H", "H", "H", "H", "H", "H", "H", "H"],
  "coordinates": [[-0.795, -0.044, 2.299], [1.042, -0.094, 0.714], [-0.001, 0.433, 1.438], [2.220, 0.085, 1.357], [0.792, -0.720, -0.433], [-1.083, 0.068, -2.020], [-0.466, -0.945, 2.842], [-1.625, 0.518, 2.653], [3.091, -0.165, 0.937], [2.215, 0.635, 2.208], [-0.050, -0.449, -1.028], [1.561, -0.997, -0.955], [-1.830, 0.841, -1.981], [-1.704, -0.800, -1.888], [-0.641, 0.094, -2.899]]
}



## x
{
  "formula": "C2H9N4",
  "method": "wB97M-V/def2-TZVPD",
  "e_homo_ev": -13.3,
  "charge": 1,
  "species": ["C", "C", "N", "N", "N", "N", "H", "H", "H", "H", "H", "H", "H", "H", "H"],
  "coordinates": [[0.351, -0.166, 0.066], [1.327, -0.927, -0.813], [-2.665, 1.983, 1.706], [1.020, -2.132, -1.337], [2.405, -0.277, -1.087], [-0.833, -0.564, 0.181], [0.762, 0.737, 0.561], [-3.421, 1.388, 2.015], [-2.344, 2.667, 2.360], [1.826, -2.599, -1.920], [-3.002, 2.530, 0.988], [2.581, 0.642, -0.669], [3.325, -0.624, -1.394], [0.128, -2.664, -1.431], [-1.461, 0.006, 0.775]]
}



## y
{
  "formula": "C2H9N4",
  "method": "wB97M-V/def2-TZVPD",
  "e_homo_ev": [-12.4, -12.4],
  "charge": 1,
  "species": ["C", "C", "N", "N", "N", "N", "H", "H", "H", "H", "H", "H", "H", "H", "H"],
  "coordinates": [[-1.228, 0.111, 0.210], [1.397, 0.343, -0.940], [-1.778, -0.026, -0.956], [-1.560, 0.499, 1.392], [0.967, -0.463, 0.192], [1.427, -0.215, 1.338], [2.444, 0.637, -0.817], [1.378, -0.132, -1.999], [0.784, 1.257, -1.093], [-1.161, -0.338, -1.768], [-2.503, 0.681, 1.668], [-0.854, 0.674, 2.116], [1.970, 0.676, 1.582], [-2.744, 0.104, -1.148], [1.327, -0.959, 2.149]]
}



Stability, lowest: y



## w
{
  "formula": "C5H9N6O",
  "method": "wB97M-V/def2-TZVPD",
  "e_homo_ev": -13.1,
  "charge": 1,
  "species": ["C", "C", "C", "C", "C", "N", "N", "N", "N", "N", "N", "O", "H", "H", "H", "H", "H", "H", "H", "H", "H"],
  "coordinates": [[1.170, 0.985, -0.716], [-0.048, 0.716, -0.237], [1.235, 1.027, 1.512], [-1.365, 0.413, -1.051], [-0.930, 0.572, 2.245], [0.682, -3.506, -1.437], [0.621, -2.786, -0.543], [-0.013, 0.834, 1.144], [1.955, 1.088, 0.425], [-1.296, 0.412, -2.388], [0.864, -1.991, 0.261], [-2.298, -0.134, -0.456], [1.628, 1.259, -1.736], [-2.024, 0.752, 1.839], [-0.955, -0.575, 2.486], [-0.727, 1.260, 3.054], [-0.076, -4.194, -1.561], [2.875, 1.356, 0.335], [-0.573, 1.008, -2.869], [-2.249, 0.263, -2.870], [1.524, 1.241, 2.563]]
}



## x
{
  "formula": "C5H9N6O",
  "method": "wB97M-V/def2-TZVPD",
  "e_homo_ev": -12.6,
  "charge": 1,
  "smiles": "[H]/N=N\\C=N\\N(C#N)C(O)=[N+](C)C",
  "species": ["H", "N", "N", "C", "N", "N", "C", "N", "C", "O", "N", "C", "C", "H", "H", "H", "H", "H", "H", "H", "H"],
  "coordinates": [[-5.148, 1.384, 1.107], [-5.044, 0.832, 0.236], [-4.022, 0.262, 0.000], [-2.901, -0.317, -0.151], [-1.924, 0.423, -0.548], [-0.424, -0.376, -0.490], [-0.669, -1.622, -0.227], [-1.047, -2.660, 0.042], [0.660, 0.484, -0.156], [0.419, 1.723, -0.425], [1.872, 0.115, 0.226], [2.914, 1.162, 0.107], [2.221, -1.313, 0.198], [-2.864, -1.386, -0.050], [-0.525, 1.957, -0.600], [3.814, 0.790, 0.507], [3.179, 1.320, -0.939], [2.584, 2.072, 0.741], [3.083, -1.360, -0.570], [2.402, -1.628, 1.164], [1.422, -1.861, -0.171]]
}



Stability, lowest: x



## w
{
  "formula": "C6H14NO",
  "method": "wB97M-V/def2-TZVPD",
  "spin_multiplicity": 2,
  "e_homo_ev": [-9.3, -9.2],
  "s2": 0.760,
  "species": ["C", "N", "C", "C", "C", "O", "C", "C", "H", "H", "H", "H", "H", "H", "H", "H", "H", "H", "H", "H", "H", "H"],
  "coordinates": [[-0.395, 1.175, 0.335], [-0.329, 0.250, -0.782], [0.785, -0.648, -0.717], [0.415, -2.117, -0.916], [-0.753, -2.496, 0.075], [-1.786, -1.589, 0.110], [0.516, 2.395, 0.228], [1.235, 2.873, 1.471], [-1.447, 1.431, 0.413], [-0.179, 0.808, 1.359], [-1.224, -0.450, -0.595], [1.564, -0.315, -1.429], [1.309, -0.538, 0.234], [-0.034, -2.188, -1.908], [1.331, -2.724, -0.784], [-1.193, -3.397, -0.340], [-0.273, -2.756, 1.028], [1.237, 2.289, -0.605], [-0.060, 3.218, -0.245], [0.562, 3.279, 2.231], [1.919, 3.678, 1.176], [1.736, 2.092, 2.034]]
}



## x
{
  "formula": "C6H14NO",
  "method": "wB97M-V/def2-TZVPD",
  "spin_multiplicity": 2,
  "e_homo_ev": [-8.8, -8.7],
  "s2": 0.755,
  "species": ["C", "C", "C", "C", "C", "N", "C", "O", "H", "H", "H", "H", "H", "H", "H", "H", "H", "H", "H", "H", "H", "H"],
  "coordinates": [[-2.059, 0.903, 0.978], [-0.954, 0.205, 0.207], [0.467, 0.290, 0.909], [1.539, -0.475, 0.140], [2.799, -0.622, 0.985], [-0.766, 0.623, -1.179], [-1.156, -0.382, -2.226], [-1.963, -1.364, -1.822], [-1.958, 0.596, 2.026], [-2.970, 0.528, 0.447], [-2.308, 1.943, 0.783], [-1.179, -0.851, 0.206], [0.720, 1.349, 1.034], [0.370, -0.166, 1.894], [1.765, -0.151, -0.871], [1.048, -1.445, -0.085], [2.767, -1.464, 1.695], [3.631, -0.734, 0.279], [3.028, 0.230, 1.643], [-1.089, 1.564, -1.368], [-0.172, -0.717, -2.577], [-1.560, 0.142, -3.098]]
}



Stability, lowest: w



## w
{
  "formula": "C7H13N",
  "method": "wB97M-V/def2-TZVPD",
  "e_homo_ev": -7.3,
  "species": ["C", "C", "C", "C", "C", "C", "C", "N", "H", "H", "H", "H", "H", "H", "H", "H", "H", "H", "H", "H", "H"],
  "coordinates": [[1.477, 0.419, 0.785], [-2.182, -1.053, -0.517], [1.035, 1.866, 0.829], [0.403, -0.234, -2.117], [-0.592, -0.702, 1.383], [-0.806, -0.845, 0.057], [0.411, -0.665, -0.680], [-1.006, -0.275, 2.468], [-0.459, -0.525, 3.291], [1.739, 0.036, 1.771], [2.380, 0.291, 0.189], [1.195, -1.376, -0.465], [-2.959, -0.733, 0.179], [-2.316, -0.476, -1.434], [-2.369, -2.108, -0.735], [1.847, 2.518, 1.168], [0.742, 2.216, -0.163], [0.193, 2.016, 1.504], [0.363, -1.089, -2.799], [-0.427, 0.426, -2.363], [1.331, 0.295, -2.350]]
}



## x
{
  "formula": "C7H13N",
  "method": "wB97M-V/def2-TZVPD",
  "e_homo_ev": -8.0,
  "smiles": "CC[C@]12CCN[C@@H]1C2",
  "species": ["C", "C", "C", "C", "C", "N", "C", "C", "H", "H", "H", "H", "H", "H", "H", "H", "H", "H", "H", "H", "H"],
  "coordinates": [[-2.393, 0.123, 0.903], [-1.059, 0.618, 0.137], [-0.168, -0.645, -0.193], [0.889, -0.594, 1.031], [1.903, 0.504, 0.563], [1.287, 0.856, -0.700], [0.944, -0.348, -1.195], [-0.354, -0.987, -1.729], [-2.031, -0.525, 1.808], [-2.691, 1.027, 1.362], [-3.053, -0.211, 0.194], [-1.580, 1.061, -0.843], [-0.347, 1.307, 0.708], [0.228, -0.236, 1.929], [1.126, -1.610, 1.206], [2.903, 0.119, 0.275], [2.158, 1.354, 1.203], [1.952, 1.672, -1.077], [1.530, -1.165, -1.192], [-1.103, -0.395, -2.054], [-0.140, -1.926, -2.335]]
}



## y
{
  "formula": "C7H13N",
  "method": "wB97M-V/def2-TZVPD",
  "e_homo_ev": -9.2,
  "smiles": "C#CC(C)(C)C.[H][H].C#N",
  "species": ["C", "C", "C", "C", "C", "C", "H", "H", "H", "H", "H", "H", "H", "H", "H", "H", "H", "H", "C", "N", "H"],
  "coordinates": [[-0.783, 1.010, 1.778], [-0.149, 0.856, 0.745], [0.760, 0.316, -0.243], [2.140, 0.842, -0.132], [0.236, 0.641, -1.728], [0.645, -1.234, -0.005], [-1.403, 1.578, 2.390], [2.799, 0.112, -0.726], [2.619, 0.780, 0.926], [2.280, 1.870, -0.608], [-0.077, 1.693, -1.759], [1.011, 0.532, -2.515], [-0.676, 0.099, -1.881], [1.056, -1.706, 0.868], [1.093, -1.671, -0.946], [-0.420, -1.276, -0.032], [2.677, -5.072, -1.504], [2.708, -5.618, -0.968], [-3.695, -0.907, -0.327], [-2.796, -0.708, 0.310], [-4.747, -0.960, -0.702]]
}



## z
{
  "formula": "C7H13N",
  "method": "wB97M-V/def2-TZVPD",
  "e_homo_ev": -7.6,
  "smiles": "C=C(C)/C(C)=C(/C)N",
  "species": ["C", "C", "C", "C", "C", "C", "C", "N", "H", "H", "H", "H", "H", "H", "H", "H", "H", "H", "H", "H", "H"],
  "coordinates": [[1.173, -1.664, -1.281], [1.070, -0.744, -0.309], [2.275, -0.177, 0.391], [-0.241, -0.284, 0.155], [-1.014, -1.319, 0.936], [-0.699, 0.970, -0.083], [-2.058, 1.442, 0.392], [0.013, 1.924, -0.799], [0.295, -2.080, -1.766], [2.140, -2.028, -1.616], [2.163, -0.249, 1.478], [3.189, -0.717, 0.121], [2.427, 0.875, 0.128], [-0.382, -2.161, 1.241], [-1.425, -0.896, 1.859], [-1.833, -1.720, 0.329], [-2.682, 0.643, 0.801], [-1.938, 2.207, 1.166], [-2.618, 1.881, -0.441], [0.721, 1.513, -1.404], [-0.578, 2.583, -1.299]]
}



Stability, lowest: x